# 1
{
  "formula": "C5H11N3",
  "method": "ωB97M-V/def2-TZVPD",
  "orbital_gap_ev": 9.219,
  "charge": 0,
  "e_above_lowest_kj_mol": 173.7,
  "elements": ["C", "C", "C", "C", "C", "H", "H", "H", "H", "H", "H", "H", "H", "H", "H", "H", "N", "N", "N"],
  "positions_angstrom": [[-1.29, 1.21, -0.71], [-0.90, -0.06, 0.08], [-2.22, -0.70, 0.62], [0.98, -1.46, -0.58], [2.42, 0.41, 0.27], [-1.94, 1.01, -1.53], [-1.84, 1.82, 0.00], [-0.41, 1.73, -1.04], [-0.18, 0.24, 0.92], [-2.84, -1.05, -0.21], [-2.78, 0.10, 1.18], [-1.95, -1.53, 1.35], [1.24, -2.44, -0.85], [2.74, -1.62, 0.48], [3.42, 0.61, 0.71], [1.88, 2.27, 0.24], [-0.14, -0.96, -0.85], [2.17, -0.92, -0.02], [1.62, 1.33, -0.06]]
}

***

# 2
{
  "formula": "C5H11N3",
  "method": "ωB97M-V/def2-TZVPD",
  "orbital_gap_ev": 7.935,
  "charge": 0,
  "e_above_lowest_kj_mol": 397.6,
  "elements": ["C", "C", "C", "N", "C", "C", "N", "N", "H", "H", "H", "H", "H", "H", "H", "H", "H", "H", "H"],
  "positions_angstrom": [[-1.21, 0.85, -0.58], [0.44, -1.97, 1.58], [-0.97, 1.79, -1.71], [0.22, -1.05, 0.49], [-0.78, 0.88, 0.71], [1.28, -0.48, -0.27], [-0.71, 1.55, 1.74], [1.37, -0.46, -1.55], [-0.58, -1.25, -0.10], [-1.97, 0.11, -0.79], [-0.26, 1.13, 2.55], [2.29, -0.18, -1.88], [2.18, -0.42, 0.36], [-0.27, -1.82, 2.40], [1.44, -1.84, 1.99], [0.33, -2.98, 1.20], [-1.67, 1.49, -2.51], [-1.18, 2.84, -1.52], [0.04, 1.79, -2.11]]
}

***

# 3
{
  "formula": "C5H11N3",
  "method": "ωB97M-V/def2-TZVPD",
  "orbital_gap_ev": 6.487,
  "charge": 2,
  "e_above_lowest_kj_mol": 500.0,
  "elements": ["C", "C", "C", "C", "N", "C", "N", "N", "H", "H", "H", "H", "H", "H", "H", "H", "H", "H", "H"],
  "positions_angstrom": [[1.69, -0.16, 1.13], [1.04, 0.29, -0.18], [-0.45, 0.05, -0.16], [-1.19, -0.07, 0.99], [-2.53, -0.16, 0.65], [-2.63, 0.08, -0.65], [-1.40, 0.14, -1.17], [3.91, -0.10, -0.50], [1.56, -1.25, 1.13], [2.00, 0.55, 1.91], [1.48, -0.17, -1.09], [1.25, 1.40, -0.20], [-0.78, -0.29, 1.96], [-3.26, -0.06, 1.36], [-3.57, 0.22, -1.18], [-1.19, 0.15, -2.18], [3.13, -0.10, 0.25], [4.86, 0.21, -0.31], [3.97, -0.90, -1.13]]
}

***

# 4
{
  "formula": "C5H11N3",
  "method": "ωB97M-V/def2-TZVPD",
  "orbital_gap_ev": 8.874,
  "charge": 2,
  "e_above_lowest_kj_mol": 432.7,
  "elements": ["C", "C", "C", "C", "C", "N", "N", "N", "H", "H", "H", "H", "H", "H", "H", "H", "H", "H", "H"],
  "positions_angstrom": [[-1.51, 0.12, -1.74], [-0.60, 0.40, 0.61], [0.69, -0.29, 0.25], [0.70, -1.59, 0.77], [1.78, 0.58, -0.22], [-0.49, -0.52, -2.05], [-1.61, 0.53, -0.26], [-0.71, 0.85, 1.87], [-2.35, 0.45, -2.33], [1.31, -1.69, 1.65], [1.23, -2.04, -0.06], [-0.33, -1.85, 0.84], [1.75, 0.93, -1.19], [2.83, 0.22, 0.01], [1.66, 1.52, 0.21], [-0.31, -0.54, -3.06], [-2.45, 1.06, -0.07], [-0.13, 0.43, 2.55], [-1.47, 1.42, 2.23]]
}

***

# 5
{
  "formula": "C5H11N3O",
  "method": "ωB97M-V/def2-TZVPD",
  "orbital_gap_ev": [7.871, 7.868],
  "charge": 0,
  "e_above_lowest_kj_mol": 510.5,
  "elements": ["C", "C", "C", "C", "C", "N", "N", "N", "O", "H", "H", "H", "H", "H", "H", "H", "H", "H", "H", "H"],
  "positions_angstrom": [[1.35, -0.36, 0.20], [0.52, -2.23, -2.45], [0.25, 2.12, 0.89], [-1.44, 0.93, 2.17], [0.37, -0.26, 1.11], [1.79, -0.57, -0.88], [0.20, -0.91, -1.92], [-0.12, 0.92, 1.59], [-0.81, -0.77, -1.15], [0.28, -2.97, -1.69], [-0.06, -2.44, -3.35], [1.58, -2.26, -2.68], [1.33, 2.14, 0.76], [-0.22, 2.18, -0.10], [-0.06, 2.99, 1.48], [-2.20, 1.19, 1.43], [-1.68, -0.06, 2.58], [-1.48, 1.66, 2.98], [0.07, -1.15, 1.63], [0.34, -0.16, -2.60]]
}

***

# 6
{
  "formula": "C5H11N3O",
  "method": "ωB97M-V/def2-TZVPD",
  "orbital_gap_ev": [6.827, 6.820],
  "charge": 0,
  "e_above_lowest_kj_mol": 551.3,
  "elements": ["C", "C", "C", "N", "N", "C", "C", "N", "O", "H", "H", "H", "H", "H", "H", "H", "H", "H", "H", "H"],
  "positions_angstrom": [[-0.47, -1.80, 0.86], [1.68, -0.26, -1.40], [-1.16, 1.48, -0.91], [-0.35, -0.76, -0.04], [1.02, -0.31, -0.11], [-1.23, 0.42, 0.17], [1.13, 0.60, 0.91], [-2.27, 0.40, 0.89], [0.94, 0.15, 2.13], [-2.27, -0.32, 1.61], [1.76, 1.47, 0.73], [0.28, -0.87, 2.13], [0.30, -2.54, 0.78], [-1.48, -2.19, 0.94], [2.75, -0.41, -1.24], [1.28, -1.06, -2.01], [1.55, 0.70, -1.91], [-1.72, 2.35, -0.59], [-0.16, 1.84, -1.12], [-1.60, 1.10, -1.83]]
}

***

What did the second record say?
{
  "formula": "C5H11N3",
  "method": "ωB97M-V/def2-TZVPD",
  "orbital_gap_ev": 7.935,
  "charge": 0,
  "e_above_lowest_kj_mol": 397.6,
  "elements": ["C", "C", "C", "N", "C", "C", "N", "N", "H", "H", "H", "H", "H", "H", "H", "H", "H", "H", "H"],
  "positions_angstrom": [[-1.21, 0.85, -0.58], [0.44, -1.97, 1.58], [-0.97, 1.79, -1.71], [0.22, -1.05, 0.49], [-0.78, 0.88, 0.71], [1.28, -0.48, -0.27], [-0.71, 1.55, 1.74], [1.37, -0.46, -1.55], [-0.58, -1.25, -0.10], [-1.97, 0.11, -0.79], [-0.26, 1.13, 2.55], [2.29, -0.18, -1.88], [2.18, -0.42, 0.36], [-0.27, -1.82, 2.40], [1.44, -1.84, 1.99], [0.33, -2.98, 1.20], [-1.67, 1.49, -2.51], [-1.18, 2.84, -1.52], [0.04, 1.79, -2.11]]
}

***

Repeat the third record exactly.
{
  "formula": "C5H11N3",
  "method": "ωB97M-V/def2-TZVPD",
  "orbital_gap_ev": 6.487,
  "charge": 2,
  "e_above_lowest_kj_mol": 500.0,
  "elements": ["C", "C", "C", "C", "N", "C", "N", "N", "H", "H", "H", "H", "H", "H", "H", "H", "H", "H", "H"],
  "positions_angstrom": [[1.69, -0.16, 1.13], [1.04, 0.29, -0.18], [-0.45, 0.05, -0.16], [-1.19, -0.07, 0.99], [-2.53, -0.16, 0.65], [-2.63, 0.08, -0.65], [-1.40, 0.14, -1.17], [3.91, -0.10, -0.50], [1.56, -1.25, 1.13], [2.00, 0.55, 1.91], [1.48, -0.17, -1.09], [1.25, 1.40, -0.20], [-0.78, -0.29, 1.96], [-3.26, -0.06, 1.36], [-3.57, 0.22, -1.18], [-1.19, 0.15, -2.18], [3.13, -0.10, 0.25], [4.86, 0.21, -0.31], [3.97, -0.90, -1.13]]
}